(1)
Computed, not measured: a cluster of 4 separate species, C27H28BFIN4O15S2 in total, with ωB97M-V/def2-TZVPD.

## Properties
HOMO = -11.1 eV
molecular weight = 869.382 g mol⁻¹
net charge = +1
orbital gap = 6.451 eV
2S+1 = 1
E_tot = -98276.9819 eV

```
79
C27H28BFIN4O15S2 ωB97M-V/def2-TZVPD
C -2.1496 -3.0525 -2.3660
O -2.6101 -1.8547 -3.0505
B -2.1048 -0.7271 -2.4820
O -1.7940 -0.7591 -1.1176
N -1.8985 0.5805 -3.2020
C -2.4974 1.7890 -3.2173
N -3.5629 2.1254 -2.5370
C -4.0203 3.5550 -2.6861
C -5.1519 3.9526 -1.6883
O -5.0937 3.8777 -0.5276
I -6.9690 4.7515 -2.5761
O -4.2878 1.3238 -1.7228
C -5.2457 0.4790 -2.4409
C -6.7559 0.8306 -2.1886
C -7.4114 1.0989 -3.5956
O -7.4223 -0.3283 -1.6674
N -1.8473 2.7043 -4.0700
C -0.8489 1.9758 -4.5550
S 0.2634 2.8851 -5.7065
C -0.1487 4.6522 -5.4692
O 1.6495 2.7619 -5.3211
O 0.0872 2.4930 -7.0797
N -0.8331 0.6801 -4.0803
S 0.2973 -0.5191 -4.4903
O 1.0523 -0.8927 -3.3341
O 1.1571 -0.0646 -5.5197
F -0.4742 -1.7963 -5.0618
H -2.3359 -3.9508 -2.9914
H -1.0471 -3.0024 -2.2203
H -2.6359 -3.2117 -1.3812
H -0.8837 -0.4136 -1.0490
H -3.1681 4.2458 -2.4835
H -4.3773 3.6975 -3.7285
H -5.1014 -0.5574 -2.0485
H -4.9915 0.4334 -3.5225
H -6.9149 1.6542 -1.4676
H -8.5177 1.0580 -3.5264
H -7.0839 0.2468 -4.2473
H -7.0394 2.0238 -4.0822
H -7.4409 -0.9967 -2.3714
H 0.4496 5.2733 -6.1699
H 0.0835 4.8806 -4.4039
H -1.2309 4.8546 -5.6077
C -0.4810 3.2198 1.1863
C 0.4516 2.7027 1.9842
C 1.6854 2.0960 1.4308
O 2.5330 1.6235 2.1546
C 1.8429 2.0879 -0.0451
C 0.9091 2.6056 -0.8401
C -0.3237 3.2116 -0.2840
O -1.1773 3.6863 -1.0135
H -1.3889 3.6663 1.5717
H 0.3541 2.7002 3.0629
H 2.7507 1.6417 -0.4320
H 1.0071 2.6088 -1.9204
C 3.7635 0.4395 4.7844
C 4.8745 -0.2441 4.5205
C 5.4292 -1.2126 5.4938
O 6.4463 -1.8355 5.2515
C 4.7015 -1.3935 6.7711
C 3.5898 -0.7095 7.0351
C 3.0347 0.2589 6.0619
O 2.0196 0.8826 6.2991
H 3.3434 1.1516 4.0869
H 5.4197 -0.1258 3.5922
H 5.1213 -2.1062 7.4684
H 3.0449 -0.8282 7.9630
C 6.2528 -4.8428 5.4028
C 6.7953 -5.6867 4.5263
C 6.5778 -7.1484 4.6280
O 7.0731 -7.9174 3.8309
C 5.7313 -7.6373 5.7427
C 5.1887 -6.7955 6.6191
C 5.4069 -5.3336 6.5161
O 4.9089 -4.5656 7.3162
H 6.4031 -3.7670 5.3429
H 7.4155 -5.3476 3.7060
H 5.5827 -8.7081 5.8010
H 4.5686 -7.1348 7.4395
```

Atomic partial charges in e from the Löwdin method, atoms 1 to 4: number 1, C, carries -0.02; number 2, O, carries 0.07; number 3, B, carries -0.68; number 4, O, carries 0.19

---

(2)
Computed, not measured: a cluster of 2 separate species, CH4N2S2 in total, with ωB97M-V/def2-TZVPD.

## Properties
HOMO = -8.5 eV
molecular weight = 108.191 g mol⁻¹
energy relative to the best compared isomer or geometry (same formula, charge and spin) = 360.7 kJ/mol
orbital gap = 8.042 eV
2S+1 = 1
E_tot = -25748.7517 eV

```
9
CH4N2S2 ωB97M-V/def2-TZVPD
C 0.0200 0.7726 -0.1289
H -2.8437 -0.4196 -1.0700
H -0.2625 -1.2303 -0.0792
H -0.3659 1.7978 -0.2922
H 3.1851 -0.3635 1.4754
N -0.7417 -0.2789 -0.2776
N 1.3257 0.8757 0.1943
S -2.4692 -0.4134 0.2335
S 2.1522 -0.7405 -0.0553
```

Atomic partial charges in e from the natural (NBO) method, atoms 1 to 4: number 1, C, carries 0.23; number 2, H, carries 0.13; number 3, H, carries 0.42; number 4, H, carries 0.20